{
  "formula": "C3H6N",
  "method": "wB97M-V/def2-TZVPD",
  "e_lumo_ha": [-0.1872, -0.1864],
  "smiles": "C#CC[NH3+]",
  "charge": 1,
  "gap_ev": [8.968, 8.982],
  "e_homo_ev": [-14.061, -14.054],
  "relative_energy_kj_mol": 501.07,
  "symbols": ["N", "C", "C", "C", "H", "H", "H", "H", "H", "H"],
  "xyz": [[-1.281, 0.442, 0.225], [0.940, -0.004, -0.615], [-0.235, -0.639, -0.052], [2.427, 0.243, -0.211], [-1.162, 1.231, -0.534], [-1.195, 0.530, 1.265], [3.401, 0.581, -0.466], [0.187, -1.196, 0.869], [-0.796, -1.306, -0.698], [-2.286, 0.117, 0.217]]
}

{
  "formula": "C6H18F3HfO6",
  "method": "wB97M-V/def2-TZVPD",
  "e_lumo_ha": -0.1031,
  "charge": 1,
  "gap_ev": 9.844,
  "e_homo_ev": -12.649,
  "relative_energy_kj_mol": 2206.41,
  "symbols": ["Hf", "F", "F", "F", "O", "O", "O", "O", "O", "O", "C", "C", "C", "C", "C", "C", "H", "H", "H", "H", "H", "H", "H", "H", "H", "H", "H", "H", "H", "H", "H", "H", "H", "H"],
  "xyz": [[-13.672, -2.475, 0.490], [-12.858, -1.587, -0.829], [-15.065, -2.417, -0.664], [-13.579, -2.628, 2.223], [-13.097, -3.329, -1.127], [-13.921, -0.645, 0.409], [-14.186, -4.075, 1.307], [-12.502, -1.076, 1.195], [-15.540, -2.685, 1.417], [-12.287, -3.751, 0.414], [-15.245, -0.443, 0.934], [-15.603, -1.426, 2.082], [-11.201, -1.721, 1.199], [-13.620, -4.649, -1.041], [-14.621, -4.783, 0.127], [-11.317, -3.278, 1.338], [-13.575, 0.174, 0.047], [-11.822, -3.455, 2.287], [-14.714, -5.856, 0.299], [-10.668, -1.375, 0.314], [-12.660, -3.287, -1.981], [-15.955, -0.671, 0.139], [-15.446, 0.619, 1.079], [-10.611, -1.252, 1.986], [-12.289, -0.142, 1.267], [-16.671, -1.318, 2.270], [-15.528, -4.263, -0.181], [-14.030, -5.024, -1.978], [-11.926, -4.471, -0.109], [-10.389, -3.812, 1.542], [-15.008, -1.280, 2.983], [-14.628, -4.526, 2.029], [-12.704, -5.219, -0.888], [-16.026, -3.277, 1.996]]
}

{
  "formula": "C5H11NO",
  "method": "wB97M-V/def2-TZVPD",
  "e_lumo_ha": 0.0410,
  "smiles": "C[C@H]1CN1CCO",
  "gap_ev": 10.600,
  "e_homo_ev": -9.484,
  "relative_energy_kj_mol": 193.62,
  "symbols": ["O", "N", "C", "C", "C", "C", "C", "H", "H", "H", "H", "H", "H", "H", "H", "H", "H", "H"],
  "xyz": [[2.072, 1.569, 1.149], [0.119, -0.227, 0.425], [-0.709, -0.813, -0.623], [-0.830, -1.270, 0.780], [-0.259, 1.121, 0.857], [0.899, 2.056, 0.543], [-0.096, -1.708, -1.669], [-0.848, -2.434, -2.001], [2.042, 0.611, 0.984], [-1.193, 1.463, 0.382], [-1.495, -0.151, -0.990], [-0.383, -2.223, 1.057], [-1.700, -0.980, 1.368], [1.014, 2.143, -0.550], [0.245, -1.148, -2.544], [0.706, 3.058, 0.942], [-0.418, 1.106, 1.942], [0.753, -2.262, -1.257]]
}

{
  "formula": "C13H12N4O7V",
  "method": "wB97M-V/def2-TZVPD",
  "e_lumo_ha": [0.1833, 0.1813],
  "charge": -2,
  "gap_ev": [4.763, 5.984],
  "multiplicity": 4,
  "e_homo_ev": [0.225, -1.051],
  "relative_energy_kj_mol": 77.43,
  "symbols": ["V", "O", "O", "O", "O", "O", "O", "O", "N", "N", "N", "N", "C", "C", "C", "C", "C", "C", "C", "C", "C", "C", "C", "C", "C", "H", "H", "H", "H", "H", "H", "H", "H", "H", "H", "H", "H"],
  "xyz": [[0.999, -0.291, 0.284], [-0.988, 1.464, 0.444], [-2.746, 4.132, 5.789], [-1.551, 3.068, 7.279], [1.293, -1.114, 3.538], [1.566, -0.541, 5.634], [-2.390, 3.038, 1.057], [1.189, 1.342, 2.178], [-1.510, 2.225, 1.348], [1.098, -0.340, 4.500], [-1.923, 3.245, 6.103], [2.403, -0.867, 1.140], [1.181, -1.719, -1.272], [-1.905, 1.539, -2.194], [-0.049, -1.026, -1.428], [-0.798, 1.919, -1.507], [-0.120, -2.065, 0.633], [-0.850, -1.227, -0.257], [-1.375, 2.426, 5.051], [0.182, 1.356, 2.954], [-0.408, 1.446, 5.338], [0.255, 0.826, 4.291], [-1.754, 2.691, 3.722], [1.119, -2.402, -0.007], [-1.056, 2.069, 2.688], [1.852, -3.107, 0.366], [-1.977, 0.564, -2.668], [3.217, -1.014, 1.741], [1.996, -1.727, -1.987], [-0.738, 2.956, -1.191], [-0.479, -2.425, 1.597], [-2.730, 2.253, -2.249], [-2.548, 3.388, 3.473], [0.185, 1.424, -1.532], [-0.180, 1.175, 6.366], [-1.859, -0.865, -0.092], [-0.348, -0.481, -2.313]]
}